A.
Below is a molecular structure, C5H9NS, with properties calculated with wB97M-V/def2-TZVPD.

Geometry as XYZ:
```
16
Properties=species:S:1:pos:R:3:mulliken_charge:R:1
C -0.7977 -0.2283 -0.7789 -0.103
C -0.5169 -0.3671 0.7436 -0.474
C 0.9841 -0.7177 0.7858 -0.621
C 0.2753 0.8412 -0.7041 -0.449
C -0.4188 1.1937 0.6419 -0.580
H -1.5187 -2.2919 -1.6393 0.111
H -1.7752 0.2190 -0.9631 0.365
H -1.1700 -0.8358 1.3923 0.539
H 1.3911 -0.4351 1.7736 0.331
H 1.1560 -1.8049 0.5889 0.285
H 2.1902 0.8142 0.0224 0.272
H 0.3774 1.5729 -1.4985 0.456
H -1.3937 1.7235 0.5129 0.275
H 0.2392 1.7213 1.3494 0.300
N 1.4581 0.1804 -0.2456 -0.455
S -0.4802 -1.5854 -1.9812 -0.253
```

The gap between HOMO and LUMO is 9.51 eV. The LUMO energy is 0.03497 hartree.



B.
Below is 2 unconnected molecules or ions with the total composition C5H9NS, with properties calculated with wB97M-V/def2-TZVPD.

Geometry as XYZ:
```
16
Properties=species:S:1:pos:R:3:mulliken_charge:R:1
C 1.2314 2.3165 -1.1671 -0.697
C -0.7872 -2.6475 1.5209 -0.105
C 0.2891 1.4693 -1.4917 0.009
C 0.1582 0.0528 -0.8642 -0.658
C -0.8906 -0.0507 0.2029 -0.346
N -0.8834 -2.5369 0.2939 -0.458
S -0.4859 0.1953 1.8296 -0.240
H 1.3092 3.2582 -1.6252 0.337
H 1.8080 2.1001 -0.1521 0.096
H -0.3944 -3.6061 2.0255 0.273
H -1.0717 -1.8590 2.3479 0.161
H -0.4923 1.6821 -2.2275 0.304
H 1.2452 -0.0472 -0.5207 0.357
H -0.1360 -0.4656 -1.8255 0.264
H -1.8673 -0.1522 -0.0277 0.531
H 0.9679 0.2908 1.6810 0.173
```

The gap between HOMO and LUMO (spin up / spin down) is 8.69 / 7.44 eV. The LUMO energy (spin up / spin down) is 0.00651 / 0.00318 hartree.



Last place for stability: B